Record 1
# C24H61Cl4N3O16P3

A structure of composition C24H61Cl4N3O16P3 in a non-equilibrium geometry (wB97M-V/def2-TZVPD, the Open Molecules 2025 dataset).

Geometry as XYZ:
```
111
C24H61Cl4N3O16P3, DFT wB97M-V/def2-TZVPD
C 12.78 11.62 -19.10
C 13.81 12.12 -20.18
O 13.57 13.19 -20.96
H 12.34 12.51 -18.63
H 13.09 10.96 -18.29
H 11.93 11.32 -19.72
H 14.10 11.21 -20.70
H 14.68 12.35 -19.57
C 19.47 10.96 -18.19
C 18.56 11.28 -19.36
O 18.99 11.75 -20.42
N 17.28 11.01 -19.21
C 16.20 11.20 -20.25
H 19.83 9.96 -18.42
H 18.91 10.88 -17.26
H 20.36 11.57 -18.02
H 17.05 11.14 -18.23
H 15.75 12.17 -20.03
H 15.38 10.48 -20.22
H 16.53 11.17 -21.29
C 13.73 12.78 -24.14
C 12.65 11.80 -23.75
O 12.24 11.05 -24.61
N 12.23 11.80 -22.52
C 11.13 10.99 -21.98
H 14.56 12.27 -24.63
H 14.18 13.27 -23.27
H 13.15 13.44 -24.77
H 12.71 12.39 -21.86
H 11.53 10.46 -21.11
H 10.77 10.20 -22.64
H 10.38 11.67 -21.60
C 14.91 12.78 -17.11
C 16.33 12.29 -16.97
O 16.55 11.10 -17.04
N 17.31 13.18 -16.68
C 18.63 12.99 -16.35
H 14.71 13.84 -17.00
H 14.22 12.21 -16.49
H 14.64 12.63 -18.16
H 17.04 14.15 -16.80
H 18.96 13.58 -15.50
H 19.24 13.37 -17.17
H 18.86 11.92 -16.32
C 7.47 8.38 -18.92
O 8.78 8.26 -19.38
P 10.11 9.15 -19.00
O 10.29 9.22 -17.54
O 11.27 8.43 -19.87
C 12.59 8.64 -19.52
O 9.86 10.62 -19.68
C 9.32 11.65 -18.89
H 6.88 7.84 -19.67
H 7.12 9.41 -18.80
H 7.37 7.90 -17.95
H 12.83 9.15 -18.59
H 12.97 9.20 -20.37
H 13.25 7.77 -19.50
H 8.40 11.37 -18.38
H 8.97 12.42 -19.58
H 10.06 12.09 -18.22
C 14.76 9.55 -17.85
O 13.71 9.60 -16.89
P 13.36 8.43 -15.86
O 12.96 7.29 -16.71
O 14.73 8.32 -15.04
C 15.30 9.29 -14.19
O 12.33 9.05 -14.87
C 11.10 9.45 -15.49
H 14.36 9.57 -18.86
H 15.29 8.60 -17.85
H 15.48 10.35 -17.69
H 15.45 8.91 -13.18
H 14.64 10.15 -14.09
H 16.29 9.60 -14.50
H 10.46 9.93 -14.76
H 10.57 8.63 -15.98
H 11.32 10.23 -16.21
C 17.79 13.35 -24.26
O 17.86 11.92 -24.65
P 16.54 10.99 -24.59
O 15.42 11.24 -25.60
O 17.13 9.44 -24.74
C 16.41 8.27 -24.95
O 16.15 11.11 -22.99
C 15.14 10.39 -22.29
H 18.00 14.01 -25.10
H 18.46 13.63 -23.45
H 16.73 13.50 -24.07
H 15.33 8.37 -25.04
H 16.57 7.80 -23.98
H 16.92 7.66 -25.70
H 15.57 9.75 -21.52
H 14.61 9.77 -23.00
H 14.51 11.07 -21.71
Cl 10.94 16.03 -21.99
C 11.56 14.48 -21.44
C 10.59 13.66 -20.52
Cl 10.31 14.45 -18.98
H 12.52 14.60 -20.94
H 12.04 13.98 -22.27
H 10.90 12.62 -20.39
H 9.58 13.54 -20.91
Cl 17.59 15.22 -19.24
C 16.10 14.40 -19.88
C 16.50 13.56 -21.16
Cl 16.93 14.61 -22.57
H 15.30 15.12 -20.05
H 15.63 13.84 -19.07
H 15.54 13.10 -21.38
H 17.30 12.84 -20.98
```

Output
Charge: -1
Kohn-Sham gap, eV: 7.43
ΔE to the lowest compared entry with this formula, charge and spin, kcal per mole: 0.0

Record 2
# C4H14N2O

A cluster of 2 separate species, C4H14N2O in total in a non-equilibrium geometry (wB97M-V/def2-TZVPD, the Open Molecules 2025 dataset).

Geometry as XYZ:
```
21
C4H14N2O, DFT wB97M-V/def2-TZVPD
C -2.39 0.83 0.39
C -0.91 1.04 -0.23
C -0.10 -0.09 0.33
C 1.46 0.08 0.06
N 1.98 1.22 1.00
N -0.81 1.12 -1.65
H -2.19 0.12 1.21
H -3.07 0.28 -0.17
H -2.92 1.69 0.75
H -0.45 1.95 0.09
H -0.17 -0.29 1.36
H -0.45 -1.08 -0.10
H 1.82 0.27 -1.03
H 1.99 -0.83 0.36
H 1.42 1.01 1.80
H 2.77 0.97 1.56
H -1.72 1.02 -2.11
H -0.56 2.10 -1.95
H 1.60 -3.07 -0.82
H 1.27 -4.29 0.01
O 1.43 -4.06 -0.88
```

Output
Charge: -1
Kohn-Sham gap (spin up / spin down), eV: 2.54 / 9.72
ΔE to the lowest compared entry with this formula, charge and spin, kcal per mole: 35.0
Spin multiplicity: 2

Record 3
# C4H10N2O

The ion C4H10N2O with charge +1 in a non-equilibrium geometry (wB97M-V/def2-TZVPD, the Open Molecules 2025 dataset).

Geometry as XYZ:
```
17
C4H10N2O, DFT wB97M-V/def2-TZVPD
C 1.38 0.07 -0.42
N 0.38 0.75 0.36
C 0.04 2.06 -0.24
C -0.84 0.02 0.79
C -1.16 -1.20 0.01
N -0.51 -2.40 0.22
O -1.86 -1.12 -0.98
H 1.48 -1.00 -0.34
H 1.59 0.47 -1.41
H 2.36 0.36 0.04
H 0.24 2.10 -1.31
H 0.51 2.80 0.41
H -1.00 2.38 -0.12
H -1.71 0.67 0.83
H -0.55 -0.37 1.79
H -0.72 -3.23 -0.30
H 0.39 -2.37 0.68
```

Output
Charge: +1
Kohn-Sham gap (spin up / spin down), eV: 11.38 / 6.34
ΔE to the lowest compared entry with this formula, charge and spin, kcal per mole: 34.2
Spin multiplicity: 2

Record 4
# C5H11NO

An isolated molecule of C5H11NO in a non-equilibrium geometry (wB97M-V/def2-TZVPD, the Open Molecules 2025 dataset).

Geometry as XYZ:
```
18
C5H11NO, DFT wB97M-V/def2-TZVPD
C -1.62 -1.20 1.14
C -1.23 -0.94 -0.25
N -0.27 0.02 -0.51
C 0.57 0.46 0.59
C 1.69 1.50 0.43
C 0.20 0.02 -1.89
O -1.60 -1.66 -1.15
H -1.58 -0.45 1.93
H -2.72 -1.33 1.25
H -1.29 -2.21 1.40
H -0.09 0.97 1.31
H 0.90 -0.40 1.19
H 1.69 2.03 -0.53
H 1.61 2.17 1.28
H 2.65 0.99 0.43
H -0.62 -0.10 -2.59
H 0.91 -0.81 -2.01
H 0.79 0.93 -2.04
```

Output
Charge: 0
Kohn-Sham gap, eV: 9.78
ΔE to the lowest compared entry with this formula, charge and spin, kcal per mole: 29.5
Structure (SMILES): CCN(C)C(C)=O

Record 5
# C13H28F3MnN4O7S

A structure of composition C13H28F3MnN4O7S in a non-equilibrium geometry (wB97M-V/def2-TZVPD, the Open Molecules 2025 dataset).

Geometry as XYZ:
```
57
C13H28F3MnN4O7S, DFT wB97M-V/def2-TZVPD
Mn -0.59 -0.01 -2.86
C 2.31 3.03 -1.08
F 3.11 2.38 -0.20
F 2.37 4.34 -0.86
F 2.75 2.75 -2.32
S 0.56 2.44 -0.89
O 0.36 2.20 0.52
O -0.27 3.47 -1.48
O 0.56 1.18 -1.66
C 0.31 0.70 3.93
O -0.38 -0.19 4.39
N 1.58 0.94 4.32
C 2.46 1.73 3.46
C 2.28 0.15 5.31
H 0.07 1.30 3.04
H 3.01 1.01 2.84
H 3.21 2.25 4.06
H 1.92 2.50 2.92
H 2.77 0.74 6.08
H 1.71 -0.69 5.69
H 3.13 -0.31 4.77
C 1.52 -2.30 -3.66
O 0.90 -1.32 -3.21
N 2.79 -2.54 -3.40
C 3.38 -3.85 -3.66
C 3.57 -1.66 -2.52
H 1.15 -2.95 -4.46
H 2.91 -4.24 -4.56
H 3.28 -4.47 -2.77
H 4.43 -3.74 -3.91
H 4.60 -1.63 -2.88
H 3.13 -0.68 -2.41
H 3.59 -2.10 -1.52
C -1.72 -2.38 -0.68
O -1.40 -1.40 -1.36
N -1.77 -2.42 0.65
C -2.17 -3.63 1.33
C -1.37 -1.32 1.50
H -2.09 -3.31 -1.13
H -2.61 -3.34 2.29
H -1.31 -4.28 1.53
H -2.93 -4.24 0.84
H -0.59 -1.44 2.25
H -1.08 -0.42 0.95
H -2.27 -1.02 2.04
C -3.43 1.56 -2.10
O -2.27 1.14 -2.24
N -3.92 2.16 -1.03
C -5.10 3.01 -1.18
C -3.16 2.37 0.22
H -4.18 1.49 -2.90
H -4.80 4.05 -1.24
H -5.65 2.96 -0.23
H -5.80 2.69 -1.95
H -2.94 3.43 0.31
H -3.77 2.01 1.05
H -2.19 1.91 0.05
```

Output
Charge: +1
Kohn-Sham gap (spin up / spin down), eV: 8.03 / 7.56
ΔE to the lowest compared entry with this formula, charge and spin, kcal per mole: 0.0
Spin multiplicity: 6

Record 6
# C50H42N7O9ReSi

A structure of composition C50H42N7O9ReSi in a non-equilibrium geometry (wB97M-V/def2-TZVPD, the Open Molecules 2025 dataset).

Geometry as XYZ:
```
110
C50H42N7O9ReSi, DFT wB97M-V/def2-TZVPD
Re -0.85 -1.44 0.96
C -3.93 -1.65 4.03
C -3.24 -2.17 5.11
C -1.91 -2.52 4.95
C -1.29 -2.33 3.71
N -1.97 -1.79 2.68
C -3.26 -1.48 2.83
C 0.07 -2.75 3.38
C 1.00 -3.19 4.32
C 2.23 -3.65 3.88
C 2.45 -3.77 2.52
C 1.48 -3.34 1.63
N 0.36 -2.73 2.06
C 1.55 -3.65 0.19
C 2.71 -4.01 -0.51
C 2.59 -4.35 -1.85
C 1.34 -4.34 -2.45
C 0.25 -3.99 -1.67
N 0.36 -3.64 -0.41
H -4.97 -1.39 4.10
H -3.73 -2.32 6.06
H -1.36 -2.95 5.77
H -3.76 -1.07 1.96
H 0.77 -3.16 5.37
H 2.99 -3.95 4.59
H 3.36 -4.23 2.16
H 3.67 -4.01 -0.02
H 3.47 -4.62 -2.41
H 1.22 -4.61 -3.48
H -0.76 -3.99 -2.07
O -4.04 -3.52 -0.75
C -3.26 -2.61 -0.60
O -2.15 -2.71 0.04
C -3.57 -1.25 -1.23
C -4.56 -1.24 -2.19
C -4.91 -0.06 -2.84
C -4.22 1.12 -2.57
C -3.22 1.12 -1.62
C -2.87 -0.06 -0.88
O -2.01 0.01 0.06
N -2.49 2.34 -1.41
O -3.01 3.37 -1.78
O -1.39 2.28 -0.90
N -5.99 -0.06 -3.80
O -6.28 1.00 -4.30
O -6.53 -1.12 -4.03
H -5.08 -2.16 -2.43
H -4.45 2.03 -3.11
O 0.18 0.02 1.93
Si 0.55 1.53 2.22
C 1.06 1.62 4.06
C 1.87 2.66 4.50
C 2.22 2.75 5.83
C 1.77 1.81 6.74
C 0.95 0.78 6.32
C 0.59 0.69 4.98
C 1.97 2.16 1.12
C 1.70 2.81 -0.08
C 2.73 3.31 -0.86
C 4.04 3.17 -0.45
C 4.33 2.51 0.74
C 3.29 2.01 1.51
C -0.90 2.77 2.19
C -2.20 2.30 2.34
C -3.25 3.19 2.38
C -3.01 4.55 2.31
C -1.71 5.02 2.17
C -0.66 4.13 2.12
H 2.23 3.39 3.80
H 2.85 3.57 6.15
H 2.04 1.89 7.78
H 0.58 0.05 7.02
H -0.06 -0.10 4.64
H 0.68 2.92 -0.41
H 2.50 3.82 -1.79
H 4.85 3.56 -1.05
H 5.35 2.39 1.07
H 3.52 1.50 2.44
H -2.37 1.24 2.39
H -4.27 2.83 2.48
H -3.83 5.25 2.36
H -1.52 6.08 2.11
H 0.35 4.50 2.01
C 0.36 1.63 -6.82
C 0.40 0.13 -6.57
N 1.05 -0.18 -5.30
C 2.36 -0.81 -5.37
C 3.43 0.14 -5.88
C 0.33 0.04 -4.18
O -0.83 0.41 -4.20
C 0.98 -0.20 -2.85
C 2.25 0.23 -2.48
C 2.68 -0.02 -1.19
C 1.81 -0.61 -0.29
N 0.56 -0.93 -0.61
C 0.17 -0.75 -1.87
H -0.09 1.82 -7.80
H 1.35 2.07 -6.80
H -0.26 2.11 -6.07
H 0.95 -0.38 -7.36
H -0.62 -0.26 -6.53
H 2.28 -1.67 -6.05
H 2.63 -1.20 -4.38
H 3.26 0.39 -6.93
H 4.41 -0.32 -5.80
H 3.44 1.07 -5.32
H 2.89 0.76 -3.18
H 3.67 0.27 -0.86
H 2.12 -0.80 0.73
H -0.84 -1.05 -2.13
```

Output
Charge: +1
Kohn-Sham gap (spin up / spin down), eV: 6.53 / 5.81
ΔE to the lowest compared entry with this formula, charge and spin, kcal per mole: 36.5
Spin multiplicity: 4